Formula: C36H84N4O8
Source: the Open Molecules 2025 dataset
Level of theory: wB97M-V/def2-TZVPD

Multiplicity   2
<S²>   0.751
E_HOMO (spin up / spin down)   0.04 / -6.23 eV
Energy relative to the best compared isomer or geometry (same formula, charge and spin)   0.0 kJ/mol
Charge   -1

Last columns: bonded neighbours and bond lengths (Å).
Geometry (Å):
1 C -1.42 -1.50 2.16  C2 1.532, H12 1.090, H13 1.090, H14 1.090
2 C -0.10 -2.24 2.37  C1 1.532, C3 1.524, N7 1.460, C11 1.602
3 C 0.13 -3.03 1.09  C2 1.524, C4 1.518, H15 1.090, H16 1.090
4 C 1.56 -3.50 0.85  C3 1.518, C5 1.570, H17 1.090, H18 1.090
5 C 2.43 -2.19 0.95  C4 1.570, C6 1.609, H19 1.090, H20 1.090
6 C 2.36 -1.43 2.36  C5 1.609, N7 1.493, C9 1.582, C10 1.539
7 N 0.92 -1.24 2.69  C2 1.460, C6 1.493, O8 1.365
8 O 0.78 -0.70 3.93  N7 1.365, H30 0.960
9 C 3.15 -2.33 3.40  C6 1.582, H21 1.090, H22 1.090, H23 1.090
10 C 3.10 -0.09 2.24  C6 1.539, H24 1.090, H25 1.090, H26 1.090
11 C -0.33 -3.32 3.54  C2 1.602, H27 1.090, H28 1.090, H29 1.090
12 H -1.52 -0.84 3.02  C1 1.090
13 H -2.34 -2.04 1.95  C1 1.090
14 H -1.31 -0.87 1.28  C1 1.090
15 H -0.33 -4.01 0.98  C3 1.090
16 H -0.13 -2.45 0.21  C3 1.090
17 H 1.72 -3.91 -0.15  C4 1.090
18 H 1.86 -4.31 1.50  C4 1.090
19 H 2.14 -1.53 0.13  C5 1.090
20 H 3.49 -2.46 0.91  C5 1.090
21 H 3.14 -1.88 4.40  C9 1.090
22 H 2.82 -3.37 3.44  C9 1.090
23 H 4.17 -2.49 3.07  C9 1.090
24 H 2.48 0.54 1.59  C10 1.090
25 H 3.08 0.41 3.21  C10 1.090
26 H 4.06 -0.13 1.73  C10 1.090
27 H -0.36 -2.89 4.54  C11 1.090
28 H 0.50 -4.03 3.51  C11 1.090
29 H -1.32 -3.68 3.26  C11 1.090
30 H 0.51 0.16 3.61  O8 0.960
31 C 3.15 1.19 -2.12  C32 1.587, H42 1.090, H43 1.090, H44 1.090
32 C 4.59 1.66 -2.59  C31 1.587, C33 1.552, N37 1.483, C41 1.443
33 C 4.44 2.85 -3.56  C32 1.552, C34 1.568, H45 1.090, H46 1.090
34 C 4.24 4.25 -2.87  C33 1.568, C35 1.506, H47 1.090, H48 1.090
35 C 5.32 4.40 -1.84  C34 1.506, C36 1.528, H49 1.090, H50 1.090
36 C 5.45 3.26 -0.83  C35 1.528, N37 1.503, C39 1.532, C40 1.571
37 N 5.49 1.88 -1.43  C32 1.483, C36 1.503, O38 1.389
38 O 5.51 0.93 -0.41  N37 1.389, H60 0.960
39 C 6.85 3.49 -0.24  C36 1.532, H51 1.090, H52 1.090, H53 1.090
40 C 4.34 3.56 0.23  C36 1.571, H54 1.090, H55 1.090, H56 1.090
41 C 5.17 0.51 -3.23  C32 1.443, H57 1.090, H58 1.090, H59 1.090
42 H 2.48 2.05 -1.99  C31 1.090
43 H 3.19 0.42 -1.34  C31 1.090
44 H 2.72 0.54 -2.88  C31 1.090
45 H 5.33 2.97 -4.20  C33 1.090
46 H 3.67 2.62 -4.30  C33 1.090
47 H 3.26 4.42 -2.42  C34 1.090
48 H 4.25 4.94 -3.71  C34 1.090
49 H 5.13 5.39 -1.42  C35 1.090
50 H 6.22 4.34 -2.47  C35 1.090
51 H 6.91 4.46 0.25  C39 1.090
52 H 7.04 2.69 0.48  C39 1.090
53 H 7.65 3.35 -0.97  C39 1.090
54 H 4.66 4.29 0.98  C40 1.090
55 H 3.46 4.04 -0.20  C40 1.090
56 H 4.03 2.65 0.75  C40 1.090
57 H 6.17 0.81 -3.55  C41 1.090
58 H 4.72 0.23 -4.19  C41 1.090
59 H 5.30 -0.43 -2.69  C41 1.090
60 H 6.34 0.47 -0.60  O38 0.960
61 C -0.01 3.44 3.89  C62 1.542, H72 1.090, H73 1.090, H74 1.090
62 C -0.25 3.85 2.43  C61 1.542, C63 1.621, N67 1.480, C71 1.550
63 C 0.85 2.98 1.62  C62 1.621, C64 1.525, H75 1.090, H76 1.090
64 C 0.52 2.89 0.13  C63 1.525, C65 1.525, H77 1.090, H78 1.090
65 C -0.88 2.36 -0.19  C64 1.525, C66 1.575, H79 1.090, H80 1.090
66 C -1.92 3.29 0.55  C65 1.575, N67 1.512, C69 1.536, C70 1.539
67 N -1.59 3.36 2.02  C62 1.480, C66 1.512, O68 1.415
68 O -2.65 3.87 2.80  N67 1.415, H90 0.960
69 C -2.19 4.65 -0.12  C66 1.536, H81 1.090, H82 1.090, H83 1.090
70 C -3.16 2.39 0.44  C66 1.539, H84 1.090, H85 1.090, H86 1.090
71 C 0.04 5.36 2.22  C62 1.550, H87 1.090, H88 1.090, H89 1.090
72 H 1.05 3.51 4.12  C61 1.090
73 H -0.20 2.38 4.06  C61 1.090
74 H -0.66 4.05 4.52  C61 1.090
75 H 1.65 3.72 1.50  C63 1.090
76 H 1.11 2.02 2.05  C63 1.090
77 H 1.18 2.09 -0.21  C64 1.090
78 H 0.86 3.76 -0.43  C64 1.090
79 H -0.91 1.30 0.07  C65 1.090
80 H -1.12 2.57 -1.23  C65 1.090
81 H -1.48 4.81 -0.94  C69 1.090
82 H -3.19 4.81 -0.51  C69 1.090
83 H -2.03 5.49 0.54  C69 1.090
84 H -3.43 2.33 -0.61  C70 1.090
85 H -2.91 1.39 0.81  C70 1.090
86 H -4.07 2.85 0.83  C70 1.090
87 H 0.98 5.70 2.66  C71 1.090
88 H -0.67 5.77 2.94  C71 1.090
89 H -0.05 5.73 1.20  C71 1.090
90 H -3.24 3.12 2.82  O68 0.960
91 C -7.10 -4.08 -0.46  C92 1.543, H102 1.090, H103 1.090, H104 1.090
92 C -6.08 -3.02 0.00  C91 1.543, C93 1.554, N97 1.492, C101 1.603
93 C -5.42 -3.30 1.38  C92 1.554, C94 1.509, H105 1.090, H106 1.090
94 C -4.53 -4.53 1.34  C93 1.509, C95 1.572, H107 1.090, H108 1.090
95 C -3.38 -4.43 0.28  C94 1.572, C96 1.575, H109 1.090, H110 1.090
96 C -3.89 -3.92 -1.12  C95 1.575, N97 1.505, C99 1.596, C100 1.590
97 N -4.94 -2.86 -0.94  C92 1.492, C96 1.505, O98 1.492
98 O -5.37 -2.25 -2.24  N97 1.492, H120 0.960
99 C -2.71 -3.08 -1.78  C96 1.596, H111 1.090, H112 1.090, H113 1.090
100 C -4.27 -5.13 -2.08  C96 1.590, H114 1.090, H115 1.090, H116 1.090
101 C -6.84 -1.63 0.26  C92 1.603, H117 1.090, H118 1.090, H119 1.090
102 H -7.24 -3.86 -1.52  C91 1.090
103 H -8.11 -3.96 -0.08  C91 1.090
104 H -6.78 -5.11 -0.33  C91 1.090
105 H -4.74 -2.53 1.74  C93 1.090
106 H -6.08 -3.46 2.23  C93 1.090
107 H -5.08 -5.47 1.29  C94 1.090
108 H -4.14 -4.54 2.36  C94 1.090
109 H -3.01 -5.42 0.01  C95 1.090
110 H -2.56 -3.74 0.50  C95 1.090
111 H -2.87 -2.66 -2.78  C99 1.090
112 H -2.30 -2.27 -1.17  C99 1.090
113 H -1.87 -3.75 -1.96  C99 1.090
114 H -4.55 -4.77 -3.07  C100 1.090
115 H -3.48 -5.85 -2.28  C100 1.090
116 H -5.07 -5.64 -1.53  C100 1.090
117 H -7.31 -1.19 -0.62  C101 1.090
118 H -6.17 -0.87 0.67  C101 1.090
119 H -7.69 -1.77 0.92  C101 1.090
120 H -5.12 -1.33 -2.21  O98 0.960
121 O 1.05 -2.75 -3.08  H122 0.957, H123 0.957
122 H 0.84 -3.68 -3.07  O121 0.957
123 H 1.82 -2.69 -3.65  O121 0.957
124 O -2.58 0.57 -3.53  H125 0.957, H126 0.957
125 H -3.10 0.82 -2.76  O124 0.957
126 H -1.74 0.31 -3.17  O124 0.957
127 O -0.35 -0.44 -2.00  H128 0.957, H129 0.957
128 H 0.09 -1.20 -2.38  O127 0.957
129 H 0.31 -0.06 -1.41  O127 0.957
130 O -0.29 -2.50 -5.66  H131 0.957, H132 0.957
131 H -0.12 -2.49 -4.72  O130 0.957
132 H -1.19 -2.16 -5.74  O130 0.957